{"formula": "C31H68B2O34PS", "method": "ωB97M-V/def2-TZVPD", "total_charge": -1, "e_tot_ev": -124338.326, "orbital_gap_ev": 6.71, "e_lumo_ev": 1.92, "e_homo_ev": -4.8, "species": ["C", "O", "B", "O", "B", "P", "O", "O", "S", "H", "H", "H", "H", "H", "H", "H", "H", "C", "O", "C", "O", "O", "C", "H", "H", "H", "H", "H", "H", "C", "O", "C", "O", "O", "C", "H", "H", "H", "H", "H", "H", "C", "O", "C", "O", "O", "C", "H", "H", "H", "H", "H", "H", "C", "O", "C", "O", "O", "C", "H", "H", "H", "H", "H", "H", "C", "O", "C", "O", "O", "C", "H", "H", "H", "H", "H", "H", "C", "O", "C", "O", "O", "C", "H", "H", "H", "H", "H", "H", "C", "O", "C", "O", "O", "C", "H", "H", "H", "H", "H", "H", "C", "O", "C", "O", "O", "C", "H", "H", "H", "H", "H", "H", "C", "O", "C", "O", "O", "C", "H", "H", "H", "H", "H", "H", "C", "O", "C", "O", "O", "C", "H", "H", "H", "H", "H", "H"], "positions_angstrom": [[2.987956, -4.659045, -0.534235], [1.965588, -3.757857, -0.121925], [1.268585, -3.094710, -1.120178], [2.025285, -2.226724, -1.949206], [-0.422521, -3.212604, -1.318274], [-0.711429, -5.051862, -1.601298], [-2.301850, -5.341107, -1.696550], [-0.316108, -5.876064, -0.257511], [0.219263, -5.963097, -3.088831], [3.590263, -4.915884, 0.337577], [2.535589, -5.562816, -0.949771], [3.656985, -4.208325, -1.277701], [2.342349, -2.736738, -2.705148], [-0.835342, -2.651791, -2.307508], [-1.038866, -2.857271, -0.309748], [-2.414213, -6.283918, -1.883271], [-0.546737, -5.339978, 0.511808], [3.996690, -1.474042, 0.336082], [4.801134, -2.311976, 1.190817], [5.122554, -1.713396, 2.317946], [4.679643, -0.651362, 2.689887], [5.983465, -2.472063, 3.006143], [6.367832, -1.927361, 4.267844], [3.741698, -2.043860, -0.545061], [3.079827, -1.176565, 0.836672], [4.584599, -0.597161, 0.061306], [5.500869, -1.800402, 4.913761], [6.862664, -0.965705, 4.139797], [7.055560, -2.651384, 4.694545], [3.259943, 5.845154, 0.236957], [4.450067, 5.177083, 0.673349], [4.223659, 4.011987, 1.282395], [3.133249, 3.526788, 1.462809], [5.378520, 3.450624, 1.610675], [5.209229, 2.215949, 2.335629], [3.604929, 6.760401, -0.235026], [2.714086, 5.227910, -0.475139], [2.615124, 6.068852, 1.084830], [4.620403, 1.507895, 1.761968], [4.722747, 2.407682, 3.289494], [6.211364, 1.832438, 2.493904], [2.142265, 2.475759, -6.348833], [2.704716, 1.249239, -5.876857], [3.048368, 1.270273, -4.589550], [2.913836, 2.214529, -3.848860], [3.594328, 0.109304, -4.263486], [3.972424, 0.035266, -2.881222], [1.917709, 2.301834, -7.396939], [1.229946, 2.712728, -5.803186], [2.860673, 3.287781, -6.240531], [3.097113, 0.127826, -2.244936], [4.695554, 0.818771, -2.656953], [4.416407, -0.944422, -2.740314], [2.325020, 8.565964, -0.079634], [2.462045, 7.898054, -1.337064], [2.037151, 6.624009, -1.322545], [1.584465, 6.060652, -0.361055], [2.216975, 6.114529, -2.530936], [1.856656, 4.724997, -2.683953], [2.704186, 9.569881, -0.245654], [1.281246, 8.598355, 0.226668], [2.905841, 8.060752, 0.690304], [0.798313, 4.576348, -2.483977], [2.449450, 4.101616, -2.020130], [2.094410, 4.484757, -3.713590], [-5.292054, -4.131866, -2.404185], [-6.022344, -3.733636, -3.584341], [-5.294033, -3.161120, -4.531343], [-4.118060, -2.925919, -4.501356], [-6.109571, -2.870671, -5.565150], [-5.433823, -2.247218, -6.658155], [-6.047228, -4.566768, -1.755550], [-4.525910, -4.864597, -2.637065], [-4.830810, -3.271531, -1.925637], [-4.654621, -2.897512, -7.051954], [-4.983478, -1.305865, -6.347590], [-6.200293, -2.073245, -7.408521], [4.821657, 6.299323, -4.221954], [6.085236, 6.000065, -4.834960], [6.091275, 4.855368, -5.511998], [5.151910, 4.116384, -5.664170], [7.315577, 4.658931, -6.005347], [7.452583, 3.446477, -6.755496], [4.948939, 7.257034, -3.727781], [4.037022, 6.366400, -4.972199], [4.561479, 5.534851, -3.494832], [6.779920, 3.447109, -7.610894], [7.236472, 2.582711, -6.130107], [8.487093, 3.430180, -7.083762], [-9.455567, -4.718133, -0.011001], [-9.213605, -5.273803, 1.289948], [-8.194284, -6.134236, 1.327931], [-7.487628, -6.426246, 0.401548], [-8.063933, -6.579300, 2.578428], [-6.979024, -7.502125, 2.753358], [-10.292927, -4.040084, 0.121880], [-8.578564, -4.179872, -0.365916], [-9.708829, -5.502612, -0.720916], [-6.032819, -7.031334, 2.495132], [-7.124173, -8.382603, 2.131049], [-7.000115, -7.768703, 3.805190], [1.525383, 2.524012, 4.047676], [1.319378, 3.663382, 4.907279], [0.558149, 3.413493, 5.954051], [0.088881, 2.341733, 6.254481], [0.383924, 4.545835, 6.647535], [-0.429969, 4.401577, 7.812123], [2.167257, 2.855100, 3.243900], [1.985338, 1.714791, 4.611135], [0.568344, 2.187548, 3.655198], [0.011951, 3.689529, 8.506679], [-1.431063, 4.067374, 7.544275], [-0.470678, 5.391169, 8.257164], [-2.550422, 1.050044, 5.656196], [-3.407639, -0.073156, 5.932998], [-3.559220, -0.904253, 4.906575], [-3.068199, -0.780272, 3.813835], [-4.348698, -1.912721, 5.287014], [-4.578166, -2.892794, 4.264946], [-2.514354, 1.621430, 6.577303], [-1.551916, 0.713134, 5.392135], [-2.968951, 1.643599, 4.845726], [-3.641990, -3.349126, 3.950892], [-5.062370, -2.440783, 3.401610], [-5.226047, -3.634703, 4.720393], [-2.805787, -1.574361, 1.519805], [-3.972809, -1.500209, 2.368577], [-5.032514, -2.128906, 1.875746], [-5.082771, -2.719439, 0.828487], [-6.062147, -1.996469, 2.728984], [-7.238239, -2.658080, 2.250806], [-2.034157, -1.024283, 2.048086], [-2.506483, -2.608580, 1.369691], [-3.007481, -1.118920, 0.554051], [-7.057765, -3.726117, 2.152753], [-7.544909, -2.247147, 1.290663], [-8.013071, -2.485819, 2.992343]], "forces_ev_per_a": [[0.114, 0.175, 0.266], [0.104, -0.528, -0.092], [-0.829, 0.541, 0.006], [0.465, -0.564, -0.232], [-0.087, 0.406, 0.297], [0.493, 0.166, -0.497], [-0.545, -0.233, 0.018], [0.071, -0.281, 0.480], [-0.018, 0.042, 0.143], [-0.026, 0.003, 0.014], [0.043, 0.041, -0.035], [-0.037, -0.040, -0.029], [-0.102, 0.238, -0.213], [0.029, 0.019, 0.042], [0.155, -0.281, -0.174], [-0.057, 0.038, -0.112], [0.113, 0.050, 0.013], [0.047, 0.077, -0.226], [0.124, 0.020, -0.164], [-0.389, 0.044, 0.266], [0.356, -0.067, 0.258], [-0.021, 0.025, -0.128], [0.017, -0.043, 0.022], [0.072, -0.138, 0.064], [0.032, 0.001, 0.047], [-0.070, 0.079, 0.053], [-0.012, 0.009, -0.007], [-0.010, 0.008, -0.009], [0.002, 0.011, 0.022], [5.053, -2.678, 2.266], [1.602, -0.585, 1.093], [0.005, 0.761, -0.832], [-0.137, -0.016, 0.146], [0.088, -0.181, 0.324], [0.162, 0.059, -0.176], [0.911, -0.751, 0.468], [3.962, -2.637, 1.637], [1.133, -0.469, 0.560], [0.009, 0.037, 0.040], [-0.024, -0.040, 0.026], [0.017, -0.017, 0.005], [0.031, 0.039, -0.061], [-0.007, -0.056, 0.075], [0.197, 0.151, -0.057], [-0.156, -0.035, -0.037], [-0.066, -0.001, -0.010], [0.141, -0.046, 0.119], [-0.018, 0.013, -0.003], [-0.014, -0.016, 0.006], [-0.006, -0.027, 0.011], [-0.010, -0.010, 0.003], [-0.017, 0.007, 0.031], [-0.025, -0.017, -0.075], [-0.215, 0.472, -0.024], [-0.273, 0.174, -0.133], [-2.894, 2.124, -2.243], [-9.355, 3.742, -3.665], [0.258, 0.075, 0.603], [-0.043, -0.174, -0.183], [-0.026, -0.005, 0.025], [-0.041, 0.004, -0.033], [-0.096, 0.369, -0.021], [-0.044, 0.085, 0.033], [-0.017, -0.070, -0.110], [0.017, -0.069, 0.065], [-0.122, 0.015, 0.123], [-0.022, -0.056, -0.008], [-0.010, 0.042, -0.063], [-0.032, -0.010, 0.031], [0.071, 0.002, 0.029], [-0.079, -0.014, -0.008], [0.053, -0.003, 0.066], [0.047, 0.074, -0.119], [0.028, -0.006, -0.030], [0.010, -0.002, 0.007], [0.009, 0.000, 0.007], [0.017, 0.010, -0.017], [-0.004, 0.066, 0.087], [-0.070, -0.066, -0.031], [0.034, -0.016, -0.036], [0.014, 0.049, -0.015], [-0.058, -0.001, 0.022], [0.060, 0.021, 0.004], [0.032, -0.005, 0.002], [-0.011, -0.022, -0.021], [0.025, -0.036, -0.014], [-0.012, 0.001, 0.000], [-0.013, -0.002, 0.006], [-0.002, -0.022, -0.011], [-0.016, 0.056, 0.057], [-0.067, -0.060, -0.041], [0.203, 0.197, 0.073], [-0.085, -0.113, -0.076], [-0.047, -0.043, -0.058], [-0.013, 0.028, 0.067], [-0.002, 0.007, -0.025], [0.017, -0.016, -0.011], [0.020, -0.011, -0.004], [0.005, 0.006, -0.012], [-0.001, 0.000, -0.011], [0.022, -0.014, -0.001], [-0.036, -0.142, 0.044], [0.053, 0.079, -0.092], [-0.093, -0.162, 0.163], [0.051, 0.217, 0.059], [0.036, -0.013, -0.049], [0.010, 0.049, -0.002], [0.010, 0.083, -0.030], [0.002, -0.017, 0.000], [-0.014, -0.032, -0.018], [-0.002, -0.018, -0.004], [0.003, -0.016, -0.007], [-0.010, -0.004, 0.022], [-0.170, -0.295, 0.057], [-0.109, 0.501, 0.339], [0.315, -0.258, -0.329], [3.117, 2.433, 6.014], [0.227, 0.377, 0.248], [1.371, -1.440, 1.413], [0.013, -0.003, 0.001], [-0.042, 0.016, -0.007], [0.037, 0.050, -0.031], [0.302, -0.247, 0.376], [1.961, -2.445, 5.317], [-0.052, -0.168, 0.199], [0.102, 0.022, -0.243], [-3.473, -1.555, -6.124], [1.449, 1.216, -3.654], [-0.486, -0.386, 0.130], [-4.171, 2.331, -3.628], [-0.494, -0.027, 0.106], [-0.116, -0.131, -0.156], [-0.074, -0.007, -0.013], [-0.058, -0.083, -0.056], [0.061, -0.005, -0.038], [0.059, -0.060, -0.007], [0.082, 0.052, 0.068]]}